Formula: C22H24Cl2N2O5SW
Source: the Open Molecules 2025 dataset
Level of theory: ωB97M-V/def2-TZVPD

The calculation puts the orbital gap at 5.940 eV. The molar mass comes out at 683.3 g mol⁻¹. The lowest unoccupied orbital energy is -8.82 eV.

```
! RIJCOSX wB97M-V def2-TZVPD def2/J DEFGRID3
* xyz 2 1
W -0.810 0.059 0.073
Cl -0.343 -3.710 1.411
Cl 3.722 -0.082 2.064
S 0.738 -0.435 1.762
O -1.850 1.400 1.058
O 0.752 2.114 0.592
O -0.777 1.238 -1.372
O -3.183 2.660 -0.192
O -1.279 2.688 -3.013
N -2.786 -0.300 -0.888
N -2.098 -1.069 1.518
C -0.251 3.522 -0.955
C -0.220 -2.695 -3.294
C 1.730 -1.915 1.720
C 3.109 -1.684 1.879
C 0.098 3.155 1.384
C 4.023 -2.725 1.879
C -3.553 -1.069 1.220
C -0.923 -2.245 -2.200
C 1.126 2.968 -0.519
C 2.233 -4.287 1.562
C -1.017 3.567 0.418
C 1.954 4.047 0.162
C -2.151 2.567 0.405
C -0.849 2.549 -1.930
C 3.582 -4.026 1.718
C -3.665 -1.318 -0.263
C 1.095 -1.230 -1.311
C 1.325 -3.244 1.569
C 1.787 -1.675 -2.436
C -0.296 -1.482 -1.203
C 1.158 4.254 1.473
C 1.137 -2.394 -3.419
H 0.689 5.235 1.534
H 5.072 -2.501 2.006
H 1.782 4.129 2.354
H 2.851 -1.490 -2.506
H 2.050 4.944 -0.445
H 1.670 -0.731 -0.544
H 1.636 2.379 -1.277
H 1.688 -2.747 -4.281
H -3.950 -0.089 1.479
H -4.065 -1.822 1.815
H -0.191 4.497 -1.431
H -4.682 -1.234 -0.638
H -3.278 -2.304 -0.515
H -0.230 2.740 2.330
H -3.242 0.618 -0.831
H -1.736 -2.021 1.591
H 4.292 -4.842 1.722
H 2.951 3.661 0.363
H -1.928 -0.635 2.421
H 1.871 -5.300 1.448
H -0.717 -3.273 -4.062
H -2.642 -0.477 -1.879
H -1.433 4.555 0.607
H -1.975 -2.495 -2.130
*
```